(1)
# C37H31ClIMoO2PSi

A structure of composition C37H31ClIMoO2PSi (wB97M-V/def2-TZVPD, the OMol25 dataset).

Atoms and positions in Å:
Mo (-0.582, 0.261, -0.261)
Cl (-4.262, -4.212, 4.262)
C (-3.228, -3.119, 3.426)
C (-2.255, -2.402, 4.153)
C (-1.417, -1.508, 3.540)
C (-1.514, -1.284, 2.157)
O (-0.720, -0.400, 1.600)
C (-2.478, -2.023, 1.418)
C (-2.632, -1.869, 0.035)
O (-1.984, -1.077, -0.721)
C (-3.334, -2.944, 2.080)
H (-2.182, -2.567, 5.221)
H (-0.678, -0.956, 4.104)
H (-3.374, -2.484, -0.476)
H (-4.068, -3.499, 1.510)
I (-0.373, 1.094, -2.894)
C (0.892, -0.151, -4.020)
C (0.451, -0.321, -5.304)
C (1.277, -0.935, -6.262)
C (2.536, -1.310, -5.907)
C (3.000, -1.150, -4.579)
C (4.327, -1.533, -4.267)
C (4.814, -1.420, -3.001)
C (3.957, -0.981, -1.980)
C (2.661, -0.583, -2.233)
P (1.704, -0.308, -0.731)
C (2.211, -1.503, 0.509)
C (3.186, -1.231, 1.466)
C (3.522, -2.205, 2.395)
C (2.892, -3.442, 2.366)
C (1.920, -3.715, 1.412)
C (1.575, -2.746, 0.484)
C (1.930, 1.355, -0.062)
C (2.435, 2.395, -0.861)
C (2.524, 3.673, -0.353)
C (2.087, 3.944, 0.946)
C (1.560, 2.938, 1.731)
C (1.478, 1.636, 1.236)
C (2.156, -0.602, -3.572)
H (-0.526, 0.036, -5.602)
H (0.917, -1.069, -7.272)
H (3.209, -1.742, -6.637)
H (4.950, -1.921, -5.063)
H (5.830, -1.703, -2.765)
H (4.330, -0.991, -0.964)
H (3.682, -0.268, 1.491)
H (4.281, -1.999, 3.138)
H (3.162, -4.198, 3.091)
H (1.435, -4.681, 1.390)
H (0.816, -2.961, -0.262)
H (2.784, 2.184, -1.864)
H (2.943, 4.466, -0.957)
H (2.171, 4.949, 1.340)
H (1.237, 3.147, 2.743)
H (1.140, 0.839, 1.886)
C (-1.286, 4.034, -0.209)
Si (-2.145, 2.401, -0.396)
C (-3.300, 2.378, -1.861)
C (-2.986, 1.763, 1.133)
C (-4.089, 0.908, 1.037)
C (-4.764, 0.483, 2.174)
C (-4.339, 0.904, 3.424)
C (-3.241, 1.753, 3.542)
C (-2.571, 2.176, 2.409)
H (-2.046, 4.813, -0.101)
H (-0.696, 4.263, -1.099)
H (-0.626, 4.081, 0.656)
H (-4.196, 2.934, -1.566)
H (-3.609, 1.375, -2.159)
H (-2.890, 2.885, -2.736)
H (-4.446, 0.587, 0.064)
H (-5.629, -0.162, 2.083)
H (-4.870, 0.584, 4.312)
H (-2.923, 2.093, 4.519)
H (-1.720, 2.842, 2.513)

## Properties
* multiplicity: 3
* electronic energy: -3035.4791 a.u.
* HOMO (alpha / beta): -13.52 / -13.40 eV
* charge: +2
* orbital gap (alpha / beta): 7.01 / 6.34 eV

(2)
# C21H41N2O11P

A cluster of 3 separate species, C21H41N2O11P in total at a distorted geometry (wB97M-V/def2-TZVPD, the OMol25 dataset).

Atoms and positions in Å:
C (-1.576, -2.820, 3.226)
C (-1.401, -2.243, 1.666)
O (-0.253, -2.622, 1.040)
O (-2.430, -1.385, 1.002)
C (-2.830, -2.105, -0.224)
C (-2.149, -1.457, -1.599)
C (-1.942, 0.166, -1.453)
C (-1.328, 0.711, -2.911)
C (0.331, 0.633, -2.917)
C (1.062, 2.102, -2.857)
C (2.122, 2.289, -1.617)
O (2.714, 3.648, -1.778)
C (1.970, 4.648, -0.989)
O (0.804, 5.078, -1.504)
C (2.657, 5.174, 0.405)
C (1.775, 6.274, 1.242)
C (0.388, 5.696, 1.900)
N (0.024, 5.950, 3.379)
O (-0.543, 4.972, 1.219)
P (3.584, 1.073, -1.990)
N (3.429, -0.358, -1.249)
H (-2.120, -3.882, 3.196)
H (-0.498, -3.003, 3.702)
H (-2.144, -2.041, 3.911)
H (-4.005, -1.975, -0.316)
H (-2.538, -3.258, -0.183)
H (-1.152, -2.052, -1.841)
H (-2.899, -1.692, -2.474)
H (-3.019, 0.633, -1.328)
H (-1.218, 0.465, -0.564)
H (-1.702, 1.805, -3.132)
H (-1.741, -0.065, -3.713)
H (0.616, 0.112, -3.952)
H (0.635, -0.096, -2.051)
H (0.223, 2.918, -2.880)
H (1.672, 2.223, -3.866)
H (1.641, 2.106, -0.565)
H (2.971, 4.283, 1.126)
H (3.682, 5.717, 0.123)
H (1.610, 7.236, 0.558)
H (2.478, 6.656, 2.127)
H (0.897, 5.892, 3.946)
H (-0.439, 6.884, 3.440)
H (4.790, 1.763, -1.530)
H (3.674, 0.974, -3.446)
H (3.429, -1.066, -2.037)
C (3.271, -1.337, -9.366)
C (4.414, -1.744, -8.452)
O (4.054, -1.589, -7.073)
C (3.219, -2.535, -6.573)
O (2.764, -3.489, -7.188)
O (2.954, -2.225, -5.282)
C (1.998, -3.089, -4.669)
H (2.936, -0.319, -9.134)
H (3.580, -1.378, -10.414)
H (2.404, -1.992, -9.239)
H (5.270, -1.085, -8.631)
H (4.748, -2.768, -8.651)
H (2.295, -4.138, -4.759)
H (1.012, -2.927, -5.114)
H (1.944, -2.836, -3.606)
C (-4.092, 0.074, 9.025)
C (-3.982, -0.486, 7.617)
O (-3.212, -1.694, 7.600)
C (-3.842, -2.801, 8.070)
O (-4.988, -2.850, 8.492)
O (-2.971, -3.838, 8.016)
C (-3.480, -5.044, 8.583)
H (-3.097, 0.207, 9.465)
H (-4.609, 1.037, 9.020)
H (-4.641, -0.605, 9.684)
H (-3.454, 0.234, 6.984)
H (-4.968, -0.650, 7.167)
H (-4.438, -5.322, 8.133)
H (-3.581, -4.930, 9.667)
H (-2.761, -5.842, 8.385)

## Properties
* electronic energy: -2102.9192 a.u.
* HOMO: -8.36 eV
* structure (SMILES): CC(=O)OCCCCCC[C@H](OC(=O)CCC(N)=O)[PH2]=N.CCOC(=O)OC.CCOC(=O)OC
* orbital gap: 8.58 eV

(3)
# C6H37NO12

A cluster of 12 separate species, C6H37NO12 in total at a distorted geometry (wB97M-V/def2-TZVPD, the OMol25 dataset).

Atoms and positions in Å:
C (-2.277, 2.016, -2.576)
C (-2.220, 1.139, -1.293)
C (-2.299, 2.068, -0.124)
C (-2.386, 1.345, 1.289)
C (-1.085, 0.966, 1.902)
N (-1.060, 0.259, -1.391)
C (-0.893, -0.489, -2.653)
O (0.014, 0.153, -3.556)
H (-2.485, 1.432, -3.429)
H (-1.384, 2.569, -2.813)
H (-3.119, 2.692, -2.574)
H (-3.056, 0.375, -1.318)
H (-1.571, 2.897, 0.127)
H (-3.288, 2.531, -0.023)
H (-3.086, 0.471, 1.085)
H (-3.016, 1.935, 1.933)
H (-0.920, 1.436, 2.897)
H (-1.107, -0.122, 2.066)
H (-0.149, 1.063, 1.329)
H (-0.150, 0.612, -1.118)
H (-1.873, -0.571, -3.155)
H (-0.405, -1.396, -2.362)
H (-0.422, 0.949, -3.883)
H (2.194, -3.490, 0.317)
H (1.082, -4.185, -0.236)
O (1.370, -3.925, 0.650)
H (2.263, 0.153, -1.606)
H (1.863, -0.250, -3.016)
O (2.640, -0.187, -2.422)
H (1.251, -3.016, 2.480)
H (-0.001, -2.121, 2.227)
O (0.510, -2.521, 2.955)
H (0.863, -1.675, 0.215)
H (1.764, -0.432, 0.569)
O (1.595, -1.142, -0.119)
H (2.470, 2.450, -1.427)
H (1.895, 1.779, -0.211)
O (1.815, 2.596, -0.726)
H (-3.768, -1.523, -0.205)
H (-2.837, -2.695, -0.037)
O (-3.611, -2.405, -0.559)
H (1.953, -1.306, 3.204)
H (3.486, -1.011, 3.751)
O (2.643, -0.666, 3.462)
H (1.779, 3.333, 1.805)
H (0.167, 3.640, 1.913)
O (0.966, 3.305, 2.311)
H (4.201, -2.501, -1.363)
H (3.109, -1.835, -0.730)
O (3.760, -2.502, -0.499)
H (-0.723, -1.210, 0.012)
H (-2.039, -1.487, 0.833)
O (-1.165, -1.843, 0.654)
H (1.564, 1.146, 1.910)
H (2.779, 0.309, 2.116)
O (2.398, 0.888, 1.408)

## Properties
* electronic energy: -1208.3848 a.u.
* HOMO: -9.65 eV
* structure (SMILES): CCC[C@@H](C)NCO.O.O.O.O.O.O.O.O.O.O.O
* orbital gap: 9.99 eV